No. 1
Computed, not measured: a 2-piece molecular cluster, C4H10O overall, with ωB97M-V with the def2-TZVPD basis set.

Calculated values
Orbital gap: 10.6 eV
SMILES: C=CC.CO
Energy relative to the best compared isomer or geometry (same formula, charge and spin): 34.7 kcal per mole

The geometry in ORCA input format:
```
! RIJCOSX wB97M-V def2-TZVPD def2/J DEFGRID3
* xyz 0 1
C 1.453 0.129 -1.082
C 1.796 -0.204 0.145
C 1.537 0.592 1.373
H 1.463 -0.545 -1.927
H 0.850 1.018 -1.236
H 2.351 -1.132 0.302
H 2.491 0.860 1.832
H 1.028 1.519 1.111
H 0.948 0.027 2.091
C -2.384 -0.808 0.070
O -1.845 0.352 -0.554
H -3.343 -1.100 -0.360
H -1.703 -1.654 -0.036
H -2.525 -0.626 1.131
H -1.572 0.050 -1.430
*
```


No. 2
Computed, not measured: a 2-piece molecular cluster, C2HN2OP overall, with ωB97M-V with the def2-TZVPD basis set.

Calculated values
Orbital gap (alpha / beta): 10.5 / 4.6 eV
Energy relative to the best compared isomer or geometry (same formula, charge and spin): 98.4 kcal per mole

The geometry in ORCA input format:
```
! RIJCOSX wB97M-V def2-TZVPD def2/J DEFGRID3
* xyz 0 1
C -1.270 0.181 -2.314
C -2.184 2.233 0.820
N -1.583 1.034 -3.004
N -2.537 3.318 1.060
O -0.062 0.083 -0.163
P -1.264 -0.792 -0.893
H 0.378 0.790 -0.609
*
```


No. 3
Computed, not measured: a 12-piece molecular cluster, C62H113F2N18O10S2 overall, with ωB97M-V with the def2-TZVPD basis set.

Calculated values
Orbital gap: 7.2 eV

The geometry in ORCA input format:
```
! RIJCOSX wB97M-V def2-TZVPD def2/J DEFGRID3
* xyz 7 1
C -0.766 0.846 2.004
C -1.183 -0.407 1.788
C -0.712 -1.352 0.703
O -1.207 -2.525 0.387
C 0.307 -0.922 -0.116
C 0.892 0.364 -0.004
C 0.360 1.357 1.202
O 0.868 2.446 1.462
O 1.838 0.716 -0.802
O -2.077 -0.761 2.684
H -1.039 1.452 2.855
H 0.701 -1.552 -0.901
C 0.430 -7.969 3.393
C -1.110 -8.024 2.994
N -1.232 -7.454 1.660
C -1.249 -6.098 1.332
C -1.421 -6.039 -0.007
N -1.241 -7.303 -0.510
C -1.292 -8.225 0.536
C -1.074 -7.765 -1.902
H 0.740 -8.685 4.154
H 0.719 -6.940 3.608
H 1.095 -8.228 2.569
H -1.674 -7.427 3.711
H -1.418 -9.068 2.948
H -1.088 -5.307 2.050
H -1.428 -5.166 -0.642
H -1.138 -9.292 0.463
H -0.030 -7.566 -2.144
H -1.632 -7.072 -2.532
H -1.334 -8.810 -2.067
C 1.694 3.250 5.930
C 0.607 2.804 4.920
N -0.638 2.205 5.506
C -1.585 2.987 6.205
C -2.646 2.153 6.577
N -2.399 0.919 6.141
C -1.229 0.951 5.446
C -3.338 -0.167 6.287
H 2.629 3.598 5.490
H 1.987 2.416 6.568
H 1.298 4.064 6.537
H 1.073 2.105 4.226
H 0.322 3.598 4.230
H -1.358 4.016 6.439
H -3.487 2.324 7.232
H -0.800 0.073 4.987
H -2.921 -1.033 5.774
H -4.225 0.038 5.687
H -3.571 -0.343 7.337
C 8.027 1.748 -3.670
C 7.822 0.285 -3.203
N 6.498 0.093 -2.574
C 6.102 0.725 -1.410
C 4.968 0.064 -0.899
N 4.565 -0.852 -1.901
C 5.516 -0.736 -2.931
C 3.489 -1.835 -1.859
H 8.035 2.494 -2.875
H 7.364 2.053 -4.480
H 9.008 1.910 -4.116
H 8.490 -0.077 -2.422
H 7.892 -0.418 -4.034
H 6.720 1.513 -1.006
H 4.475 0.272 0.039
H 5.405 -1.218 -3.892
H 3.600 -2.574 -2.653
H 2.583 -1.260 -2.051
H 3.512 -2.223 -0.840
C -6.089 5.740 -1.169
C -6.523 4.316 -0.625
N -5.518 3.732 0.200
C -4.241 3.242 -0.222
C -3.627 2.723 0.904
N -4.539 2.797 1.974
C -5.613 3.431 1.596
C -4.263 2.251 3.249
H -6.860 6.193 -1.792
H -5.153 5.645 -1.720
H -5.852 6.334 -0.286
H -6.587 3.634 -1.473
H -7.489 4.461 -0.141
H -3.942 3.332 -1.256
H -2.683 2.221 1.054
H -6.485 3.450 2.232
H -3.466 2.796 3.755
H -4.005 1.199 3.127
H -5.203 2.225 3.801
C 6.236 6.766 -1.391
C 6.713 5.342 -0.982
N 5.670 4.476 -0.468
C 4.551 4.038 -1.083
C 3.748 3.430 -0.145
N 4.359 3.566 1.108
C 5.531 4.168 0.836
C 3.821 3.129 2.418
H 7.176 7.285 -1.579
H 5.705 7.327 -0.622
H 5.591 6.744 -2.269
H 7.428 5.527 -0.180
H 7.221 4.899 -1.839
H 4.508 4.112 -2.159
H 2.790 2.941 -0.243
H 6.221 4.495 1.599
H 3.196 2.239 2.352
H 3.021 3.776 2.776
H 4.691 3.113 3.075
C -1.477 4.855 1.734
C -0.686 5.959 0.923
N -0.933 7.299 1.423
C -2.173 7.918 1.638
C -1.993 9.218 2.037
N -0.635 9.415 1.992
C -0.005 8.271 1.626
C 0.080 10.667 2.373
H -1.228 3.902 1.267
H -2.542 5.031 1.579
H -1.214 4.895 2.791
H -0.971 5.897 -0.128
H 0.369 5.688 0.908
H -3.080 7.393 1.378
H -2.671 10.023 2.280
H 1.065 8.126 1.615
H -0.596 11.221 3.025
H 0.458 11.138 1.465
H 0.938 10.402 2.992
C 2.554 -1.789 3.594
C 2.919 -1.948 2.131
N 2.915 -3.409 1.759
C 1.887 -4.161 1.210
C 2.292 -5.477 1.167
N 3.564 -5.526 1.599
C 3.978 -4.290 1.953
C 4.469 -6.618 1.609
H 2.159 -0.802 3.836
H 3.391 -2.040 4.246
H 1.769 -2.485 3.890
H 3.901 -1.500 1.976
H 2.278 -1.428 1.418
H 0.942 -3.657 1.073
H 1.796 -6.381 0.844
H 4.912 -4.119 2.466
H 4.725 -6.841 0.573
H 4.048 -7.503 2.085
H 5.449 -6.344 2.001
C 2.551 3.475 -4.547
C 3.004 2.140 -4.034
O 4.145 1.878 -3.770
N 1.801 1.253 -3.638
H 1.969 0.931 -2.696
H 1.005 1.873 -3.588
C 1.800 0.135 -4.666
H 2.437 4.200 -3.741
H 1.645 3.497 -5.153
H 3.336 3.837 -5.211
H 2.724 -0.441 -4.683
H 1.584 0.572 -5.641
H 0.930 -0.458 -4.386
C -4.762 -2.768 0.285
C -4.327 -3.618 1.471
O -4.156 -4.823 1.489
N -4.154 -2.733 2.720
H -3.532 -1.940 2.653
H -4.981 -2.163 2.827
C -4.125 -3.497 4.059
H -4.194 -2.908 -0.635
H -4.598 -1.696 0.390
H -5.838 -2.923 0.196
H -4.178 -2.736 4.837
H -3.101 -3.863 3.981
H -4.972 -4.184 4.056
C -5.857 -3.892 -6.550
C -4.988 -3.588 -5.304
C -3.857 -2.588 -5.583
N -3.199 -2.129 -4.257
C -2.850 -3.300 -3.268
C -4.054 -1.216 -3.445
C -3.246 -0.370 -2.394
C -1.828 -0.500 -3.041
C -1.984 -1.194 -4.353
H -5.463 -4.639 -7.240
H -5.917 -3.084 -7.279
H -6.777 -4.416 -6.289
H -4.550 -4.526 -4.962
H -5.663 -3.283 -4.504
H -4.276 -1.732 -6.113
H -3.099 -2.944 -6.281
H -3.750 -3.839 -2.974
H -2.389 -2.937 -2.349
H -2.152 -3.987 -3.746
H -4.998 -1.620 -3.079
H -4.510 -0.499 -4.127
H -3.337 -0.822 -1.406
H -3.574 0.670 -2.397
H -1.180 -1.163 -2.468
H -1.248 0.392 -3.276
H -1.089 -1.772 -4.582
H -2.092 -0.407 -5.100
N 1.391 -4.836 -4.851
S 0.229 -5.682 -5.161
O -1.016 -5.020 -5.346
O 0.258 -7.011 -4.627
F 0.763 -5.993 -6.656
S 0.803 -4.196 -3.384
O -0.168 -4.928 -2.584
O 0.739 -2.726 -3.409
F 2.128 -4.503 -2.562
*
```


No. 4
Computed, not measured: a 8-piece molecular cluster, C16H18BCl28O5P2S overall, with ωB97M-V with the def2-TZVPD basis set.

Calculated values
Orbital gap: 5.4 eV

The geometry in ORCA input format:
```
! RIJCOSX wB97M-V def2-TZVPD def2/J DEFGRID3
* xyz -1 1
C -0.918 4.772 -5.168
O -0.914 3.346 -5.161
B -0.140 2.724 -4.182
O 1.211 2.609 -4.434
P -0.795 1.973 -2.491
S -1.428 4.107 -1.833
C -0.178 0.160 -2.868
C 0.417 -0.415 -1.628
C 1.789 -0.388 -1.382
C 2.309 -0.886 -0.199
C 1.478 -1.425 0.772
C 0.106 -1.467 0.546
C -0.857 -2.014 1.572
C -0.400 -0.964 -0.643
P -2.917 1.512 -3.346
O -3.909 2.619 -3.218
O -2.877 0.926 -4.863
O -3.503 0.247 -2.478
H -0.992 5.140 -6.192
H -0.026 5.167 -4.674
H -1.772 5.131 -4.589
H 1.348 2.707 -5.386
H -1.301 1.494 -1.223
H 0.509 2.243 -1.880
H -0.646 4.199 -0.749
H 0.540 0.121 -3.689
H -1.018 -0.491 -3.134
H 2.466 0.031 -2.118
H 3.380 -0.806 -0.067
H 1.829 -1.808 1.720
H -1.761 -1.404 1.531
H -1.155 -3.043 1.372
H -0.461 -1.899 2.583
H -1.469 -0.959 -0.834
H -3.493 1.479 -5.364
H -4.094 0.613 -1.811
C 4.325 1.697 -6.658
Cl 4.011 1.141 -5.021
Cl 4.574 0.305 -7.719
Cl 2.949 2.648 -7.243
Cl 5.755 2.732 -6.663
C 5.566 -1.420 3.188
Cl 4.018 -1.419 2.353
Cl 6.873 -1.642 2.014
Cl 5.792 0.117 4.031
Cl 5.609 -2.744 4.363
C -4.425 -2.882 3.288
Cl -3.399 -2.918 4.729
Cl -4.390 -1.273 2.575
Cl -3.828 -4.066 2.123
Cl -6.086 -3.281 3.746
C -8.074 -4.887 7.335
Cl -6.324 -4.806 7.147
Cl -8.853 -4.500 5.797
Cl -8.542 -6.518 7.834
Cl -8.591 -3.727 8.562
C 4.901 6.020 -4.529
Cl 6.566 5.510 -4.880
Cl 4.257 6.882 -5.934
Cl 3.888 4.627 -4.180
Cl 4.916 7.103 -3.132
C 4.961 -6.368 6.320
Cl 3.604 -6.802 7.365
Cl 5.678 -4.856 6.892
Cl 6.178 -7.649 6.376
Cl 4.390 -6.168 4.666
C -3.261 0.752 6.138
Cl -4.958 0.615 5.668
Cl -2.230 0.573 4.722
Cl -2.983 2.334 6.876
Cl -2.883 -0.515 7.317
*
```


No. 5
Computed, not measured: a 4-piece molecular cluster, C3H15NO3 overall, with ωB97M-V with the def2-TZVPD basis set.

Calculated values
Orbital gap: 10.6 eV
SMILES: CC(C)N.O.O.O
Energy relative to the best compared isomer or geometry (same formula, charge and spin): 40.1 kcal per mole

The geometry in ORCA input format:
```
! RIJCOSX wB97M-V def2-TZVPD def2/J DEFGRID3
* xyz 0 1
C -1.835 2.190 -1.950
C -0.693 1.228 -1.541
C -1.325 -0.231 -1.403
N 0.081 1.640 -0.321
H -1.978 3.064 -1.406
H -2.892 1.712 -1.990
H -1.769 2.432 -3.046
H 0.155 1.096 -2.263
H -0.572 -0.957 -1.198
H -1.677 -0.407 -2.495
H -2.165 -0.291 -0.758
H 0.582 2.597 -0.434
H -0.615 1.569 0.443
O 1.274 -2.781 1.280
H 1.163 -3.585 0.935
H 1.745 -2.004 0.837
O 2.362 -0.093 0.367
H 1.591 0.285 -0.092
H 2.801 0.750 0.427
O -0.311 -1.290 3.030
H 0.487 -1.542 2.521
H -0.909 -2.010 2.717
*
```


Strongest force on any atom (computed, eV Å⁻¹): 1.33; 2.24; 10.46; 1.86; 7.21
E (computed, hartree): -233.5897; -602.7344; -5161.4257; -14987.8711; -403.7234